Computed, not measured: a cluster of 20 separate species, C40H124N4O24 in total, with ωB97M-V/def2-TZVPD.

```
192
C40H124N4O24, DFT ωB97M-V/def2-TZVPD
C -8.0986 20.9913 18.8850
O -8.3788 20.4725 20.1954
H -8.9579 20.9688 18.2210
H -7.8079 22.0536 18.9329
H -7.2652 20.4080 18.4797
H -8.3452 19.5113 20.2135
C -10.9989 21.4902 22.1261
O -9.6324 21.3872 22.5241
H -11.1549 21.8389 21.0961
H -11.4746 20.5058 22.1108
H -11.4454 22.1619 22.8478
H -9.1970 20.9493 21.7972
C -6.6484 17.6078 19.4891
O -8.0702 17.6793 19.6498
H -6.2766 16.6879 19.9378
H -6.2430 17.6262 18.4732
H -6.1484 18.3912 20.0666
H -8.4638 16.8381 19.4142
C -3.6457 25.6016 22.7829
O -3.8880 24.8480 21.5916
H -3.0723 26.4566 22.4348
H -4.6105 25.8198 23.2499
H -3.0795 24.9834 23.4905
H -4.3295 24.0282 21.8394
C -6.3972 28.4384 21.1534
O -6.6315 28.7760 19.7931
H -6.9531 27.5447 21.4512
H -5.3368 28.2376 21.2267
H -6.7047 29.2933 21.7564
H -7.5489 29.0145 19.6731
C -9.1639 21.6138 28.5603
O -8.0964 21.2538 27.7324
H -9.2659 22.7165 28.6583
H -10.1426 21.3083 28.1962
H -9.0733 21.2111 29.5665
H -8.3823 21.3877 26.8194
C -4.2670 21.9201 18.5905
O -4.7725 22.8338 17.6153
H -5.1402 21.3711 18.9537
H -3.6735 21.1168 18.1419
H -3.7549 22.3114 19.4735
H -4.1630 22.8768 16.8816
C -3.3898 26.7197 18.4640
O -3.6123 26.9748 19.8305
H -4.2437 26.2157 17.9977
H -3.2298 27.6745 17.9676
H -2.5554 26.0238 18.3667
H -3.8737 26.1148 20.1551
C -10.5504 25.1847 21.1215
O -9.9048 26.4093 21.4158
H -9.8107 24.5259 20.6484
H -10.9015 24.7502 22.0478
H -11.3493 25.3010 20.3904
H -10.5659 27.0861 21.5631
C -3.1374 26.0056 26.7478
O -1.9263 26.2282 26.0276
H -3.0967 24.9726 27.0393
H -3.3414 26.7218 27.5600
H -3.9408 26.0614 26.0115
H -1.9273 27.1342 25.7014
C -7.4082 25.9436 24.4293
O -8.0989 26.9549 25.1601
H -6.3368 25.9739 24.7002
H -7.7439 24.9411 24.7509
H -7.5973 26.0566 23.3587
H -7.9666 26.6319 26.0699
C -10.0269 23.1163 25.4536
O -9.1062 22.0620 25.2062
H -11.0479 22.7386 25.4735
H -9.8017 23.6141 26.3953
H -9.9067 23.9086 24.6992
H -9.3248 21.7220 24.3344
C -6.6369 24.8120 27.7995
O -6.9095 26.2221 27.9066
H -7.5878 24.2713 27.7339
H -6.1073 24.6669 26.8616
H -6.0515 24.4901 28.6634
H -7.6698 26.3075 28.4948
C -6.6991 22.4929 22.3652
O -5.2643 22.5414 22.3922
H -7.1511 22.8478 23.2973
H -7.0716 23.0280 21.4910
H -7.0984 21.4768 22.1961
H -4.9570 21.9364 23.0968
C -0.5635 23.0084 18.9421
O -0.0196 21.7194 19.1532
H -1.3627 23.3298 19.6149
H 0.2116 23.7567 18.9887
H -0.9796 23.1211 17.9100
H -0.7490 21.1245 19.3208
C -7.0229 25.3306 19.2065
O -7.2380 24.2430 18.3111
H -6.5727 26.1256 18.6048
H -7.9946 25.6346 19.5972
H -6.3924 25.0098 20.0278
H -6.3730 23.8749 18.0735
C -12.0179 31.0040 17.0921
O -12.5902 29.7312 16.8613
C -13.0309 29.5566 15.5598
C -13.5568 28.1649 15.5001
N -12.4712 27.2138 15.5606
C -12.9937 25.8854 15.4922
C -11.9403 24.9015 15.6424
O -11.5764 24.9808 16.9784
C -10.5551 24.1555 17.3558
H -12.7719 31.7377 16.8101
H -11.1227 31.1866 16.4798
H -11.8773 30.9945 18.1577
H -12.1903 29.6970 14.8656
H -13.7916 30.3121 15.2782
H -14.0274 28.1050 14.5163
H -14.3432 27.9729 16.2272
H -11.9523 27.2467 16.4331
H -13.4327 25.7705 14.5067
H -13.7917 25.6807 16.2096
H -11.1235 25.0444 14.9298
H -12.3204 23.8945 15.4146
H -10.2918 24.4983 18.3454
H -9.7406 24.2426 16.6227
H -10.8207 23.0976 17.3805
C -9.8410 17.0867 22.8549
O -10.5008 15.9488 22.3914
C -11.0693 16.1408 21.1665
C -11.7260 14.8913 20.6799
N -10.7642 13.9017 20.1549
C -11.4306 12.7392 19.6221
C -10.5171 11.7745 18.9754
O -10.3239 10.6237 19.7226
C -9.5522 10.7230 20.8347
H -9.0323 17.2023 22.1384
H -9.5440 16.9144 23.8847
H -10.4756 17.9670 22.7620
H -10.3053 16.3243 20.3933
H -11.7504 16.9838 21.1834
H -12.3500 15.2628 19.8683
H -12.3669 14.4053 21.4135
H -10.1162 13.6410 20.8978
H -12.1444 13.1286 18.9006
H -12.0250 12.1809 20.3708
H -9.5363 12.2394 18.7594
H -10.9128 11.4408 18.0123
H -9.1826 9.7192 21.0641
H -10.0639 11.1956 21.6558
H -8.7122 11.3775 20.5839
C -1.3930 21.0712 23.6949
O -2.1614 20.0072 23.1699
C -2.6232 20.2433 21.8730
C -3.4098 19.0670 21.3762
N -2.4859 17.9699 21.0321
C -3.2878 16.7612 20.7821
C -2.3998 15.6266 20.2790
O -2.0877 15.6971 18.8899
C -1.2842 14.6268 18.3826
H -0.4696 21.2385 23.1273
H -1.1020 20.7736 24.6933
H -1.9605 22.0157 23.6475
H -1.7718 20.3629 21.1976
H -3.2464 21.1479 21.8366
H -3.8581 19.3710 20.4207
H -4.2309 18.7370 22.0032
H -1.8427 17.7747 21.7896
H -4.0338 17.0230 20.0285
H -3.7808 16.4533 21.7079
H -2.9314 14.7076 20.5066
H -1.4275 15.6449 20.7804
H -1.1192 14.8126 17.3154
H -1.7698 13.6610 18.5020
H -0.2903 14.5825 18.8531
C -5.5752 16.7467 23.9922
O -5.2479 18.0309 24.4649
C -6.2378 18.9952 24.1935
C -5.9758 20.1620 25.1004
N -4.7913 20.9072 24.7303
C -4.6180 22.1641 25.5536
C -4.4182 21.8337 27.0091
O -3.1988 21.2197 27.1741
C -2.8735 20.7812 28.4851
H -6.2492 16.1794 24.6482
H -4.6071 16.2340 23.9046
H -6.0847 16.6960 23.0124
H -7.2319 18.5814 24.3960
H -6.2145 19.3053 23.1488
H -5.9529 19.7968 26.1414
H -6.8621 20.8188 25.0380
H -3.9507 20.3519 24.7245
H -5.5516 22.7265 25.4570
H -3.7819 22.7490 25.1690
H -5.1831 21.1412 27.3366
H -4.4833 22.7464 27.6052
H -2.9300 21.6559 29.1139
H -1.8877 20.3517 28.4209
H -3.6139 20.0300 28.7985
```

For the HOMO energy, the calculation gives -8.738 eV. The calculation puts the energy above the lowest of the compared OMol25 structures with the same formula, charge and spin at 0.00 kcal per mole. The HOMO-LUMO gap is 8.94 eV.

Results of the Löwdin charge analysis, in e, for atoms 1 through 8:
1 C -0.09
2 O -0.15
3 H 0.08
4 H 0.07
5 H 0.07
6 H 0.04
7 C -0.12
8 O -0.15


Computed, not measured: a structure of composition C33H45CoN5S, with ωB97M-V/def2-TZVPD.

```
85
C33H45CoN5S, DFT ωB97M-V/def2-TZVPD
Co 0.0000 0.0000 0.0000
N -1.6748 3.3507 -0.4185
N -2.0571 -0.1906 -1.4443
C 0.7912 -1.3805 1.3303
C -0.4612 -0.8536 1.8452
C -0.3102 0.5692 2.0048
C -1.3311 1.5238 2.5558
H -2.3209 1.0463 2.6446
H -1.4384 2.4119 1.9085
H -1.0315 1.8565 3.5677
C 1.0039 0.9409 1.5682
C 1.5743 2.3302 1.5964
H 2.0131 2.5622 2.5867
H 0.7910 3.0765 1.3861
H 2.3670 2.4535 0.8404
C 1.6942 -0.2769 1.1707
C 3.1312 -0.3676 0.7405
H 3.4409 0.5214 0.1672
H 3.3037 -1.2527 0.1062
H 3.7954 -0.4497 1.6220
C -1.6692 -1.6641 2.2197
H -1.6782 -1.8985 3.3018
H -1.6855 -2.6210 1.6735
H -2.6059 -1.1288 1.9883
C 1.1228 -2.8307 1.1258
H 1.8761 -2.9651 0.3334
H 0.2354 -3.4147 0.8355
H 1.5293 -3.2751 2.0557
C -1.4796 4.5700 -0.9382
H -1.5230 5.4070 -0.2266
C -1.2395 4.8131 -2.2976
H -1.0926 5.8333 -2.6658
C -1.1963 3.7063 -3.1596
H -1.0100 3.8404 -4.2310
C -1.3869 2.4276 -2.6350
H -1.3383 1.5439 -3.2787
C -1.6227 2.2782 -1.2473
C -1.7650 0.9654 -0.5899
H -2.4639 1.0094 0.2578
C -1.0914 -1.0937 -1.1590
C -3.0157 -0.6904 -2.3199
H -3.8649 -0.1131 -2.6808
C -2.6224 -1.9763 -2.5893
H -3.0541 -2.7383 -3.2351
N -1.4392 -2.2195 -1.8621
C -0.7512 -3.4783 -1.8091
C -1.3876 -4.5756 -1.1887
C -0.6813 -5.7878 -1.1072
H -1.1586 -6.6429 -0.6141
C 0.6190 -5.9261 -1.6206
C 1.3519 -7.2461 -1.5402
H 2.4255 -7.0973 -1.3330
H 1.2764 -7.7962 -2.4974
H 0.9320 -7.8923 -0.7515
C 1.2148 -4.8089 -2.2310
H 2.2305 -4.8954 -2.6356
C 0.5533 -3.5747 -2.3396
C 1.2393 -2.3870 -2.9665
H 0.5390 -1.7770 -3.5607
H 2.0692 -2.7120 -3.6145
H 1.6459 -1.7205 -2.1862
C -2.7765 -4.4572 -0.6035
H -3.5551 -4.5629 -1.3815
H -2.9305 -3.4751 -0.1273
H -2.9480 -5.2456 0.1472
C 5.0164 3.0218 -0.0032
C 4.7499 2.8995 -1.5087
N 3.6554 1.9850 -1.8389
C 2.2443 2.1316 -1.5796
S 1.2591 0.8229 -1.9032
N 1.6238 3.3718 -1.2248
C 2.1491 4.7266 -1.2742
C 2.3288 5.2106 -2.7106
H 4.1917 3.4915 0.5543
H 5.9070 3.6649 0.1576
H 5.2274 2.0260 0.4369
H 4.6197 3.8896 -1.9710
H 5.6846 2.4846 -1.9427
H 3.9452 1.1047 -2.2886
H 0.6737 3.2902 -0.8867
H 1.4063 5.4097 -0.8056
H 3.0669 4.8372 -0.6806
H 1.3574 5.1899 -3.2431
H 2.6952 6.2597 -2.6958
H 3.0405 4.5854 -3.2793
```

The net charge is -2. For the HOMO energy (alpha / beta), the calculation gives 2.912 / -0.764 eV. The calculation puts the energy above the lowest of the compared OMol25 structures with the same formula, charge and spin at 0.00 kcal per mole. Its spin multiplicity is 4. The HOMO-LUMO gap (alpha / beta) is 1.44 / 5.27 eV.

Results of the Löwdin charge analysis, in e, for atoms 1 through 8:
1 Co 0.12
2 N 0.07
3 N -0.08
4 C -0.29
5 C -0.28
6 C -0.28
7 C -0.06
8 H 0.06


Computed, not measured: a structure of composition CH3ClFP, with ωB97M-V/def2-TZVPD.

```
7
CH3ClFP, DFT ωB97M-V/def2-TZVPD
C -0.0456 0.1270 -0.2908
F 0.2504 -0.3451 -2.6054
P 0.8370 0.8306 -1.7252
Cl 3.2980 -0.4681 -1.2597
H -0.9453 -0.2406 -0.5385
H -0.0970 0.8565 0.4335
H 0.6263 -0.5565 0.0580
```

For the HOMO energy, the calculation gives -10.028 eV. The calculation puts the energy above the lowest of the compared OMol25 structures with the same formula, charge and spin at 52.12 kcal per mole. The HOMO-LUMO gap is 8.13 eV.

Löwdin analysis output, partial charges in e:
1 C -0.29
2 F -0.35
3 P 0.92
4 Cl -0.29
5 H 0.01
6 H 0.01
7 H -0.01


Computed, not measured: the molecule C5H7NO, with ωB97M-V/def2-TZVPD.

```
14
C5H7NO, DFT ωB97M-V/def2-TZVPD
C -0.8955 -0.8286 1.0570
C -0.6170 0.5016 0.3814
C 0.7481 0.7134 -0.2648
C 1.7917 -0.3569 -0.3699
O 1.6976 -1.5060 -0.0110
C -1.5384 0.6586 -1.1733
N -1.3323 0.7838 -2.3192
H -0.8825 -1.5923 0.2848
H -1.8695 -0.7867 1.5439
H -0.1390 -1.1413 1.7928
H -0.9391 1.3631 0.9635
H 0.3150 0.7406 -1.2587
H 1.1662 1.7150 -0.1390
H 2.6848 -0.0110 -0.9350
```

For the HOMO energy, the calculation gives -10.149 eV. The calculation puts the energy above the lowest of the compared OMol25 structures with the same formula, charge and spin at 70.43 kcal per mole. The SMILES is C[C@H](C#N)CC=O. The HOMO-LUMO gap is 10.15 eV.

Results of the Löwdin charge analysis, in e, for atoms 1 through 8:
1 C -0.09
2 C -0.21
3 C -0.17
4 C -0.24
5 O 0.05
6 C -0.09
7 N 0.07
8 H 0.08


Computed, not measured: a structure of composition C39H50BaN10O5PS3, with ωB97M-V/def2-TZVPD.

```
109
C39H50BaN10O5PS3, DFT ωB97M-V/def2-TZVPD
Ba 1.0068 -0.2256 -0.3293
C 5.4066 -2.3164 -1.0257
C 4.3454 -1.6307 -0.1773
O 3.2768 -1.3204 -0.7935
C 4.6372 -1.4035 1.1566
C 3.8527 -0.7870 2.1920
C 4.4860 -0.7959 3.5687
N 2.6728 -0.2602 2.0263
N 2.1153 0.2113 3.2183
C 0.9222 0.7154 3.0861
O 0.2000 0.8803 2.0407
C 0.2799 1.1212 4.3937
C 0.9011 0.9024 5.6238
C 0.2556 1.2232 6.8083
C -1.0246 1.7687 6.7876
C -1.6484 1.9937 5.5688
C -0.9992 1.6710 4.3839
H 4.9044 -2.8964 -1.7998
H 6.0567 -2.9680 -0.4414
H 6.0316 -1.5632 -1.5134
H 5.6024 -1.7651 1.4897
H 5.4895 -1.2171 3.5330
H 3.8734 -1.3795 4.2581
H 4.5246 0.2140 3.9765
H 1.8926 0.4706 5.6254
H 0.7512 1.0497 7.7566
H -1.5271 2.0193 7.7142
H -2.6443 2.4214 5.5393
H -1.4684 1.8295 3.4203
N -1.2395 -3.4706 6.5728
C -1.0493 -4.3120 5.5426
S -1.1776 -5.9471 5.7098
C -0.7387 -3.6409 4.2548
C 0.0769 -4.2465 3.3063
C 0.4218 -3.5323 2.1703
N 0.0052 -2.2922 1.9207
C -0.8389 -1.7481 2.7954
C -1.2249 -2.3706 3.9713
H -1.3925 -3.8644 7.4853
H -0.9598 -2.5046 6.5039
H 0.4623 -5.2415 3.4769
H 1.1004 -3.9614 1.4409
H -1.1790 -0.7469 2.5666
H -1.9020 -1.8428 4.6310
O 0.0054 2.0784 -1.0654
P -1.4237 2.4530 -1.1710
N -2.4551 1.1527 -1.1269
C -3.8197 1.2326 -1.6939
C -4.7233 0.6399 -0.6176
C -3.8168 -0.4085 0.0125
C -2.4724 0.3065 0.0864
N -1.7778 3.4865 0.0609
C -3.0659 4.1564 0.2242
C -2.7377 5.3436 1.1294
C -1.5899 4.8071 1.9842
C -0.7566 4.0057 0.9887
N -1.8369 3.2189 -2.5851
C -1.6570 2.4489 -3.8363
C -1.7880 3.5239 -4.9012
C -1.0399 4.7114 -4.2874
C -1.1990 4.5421 -2.7645
H -3.8768 0.6319 -2.6069
H -4.0799 2.2580 -1.9536
H -5.6446 0.2302 -1.0314
H -4.9890 1.4035 0.1189
H -3.7287 -1.2736 -0.6493
H -4.1465 -0.7582 0.9906
H -1.6719 -0.4325 0.1250
H -2.3958 0.9270 0.9875
H -3.7965 3.4936 0.7061
H -3.4803 4.4613 -0.7410
H -3.5979 5.6767 1.7102
H -2.3914 6.1846 0.5228
H -1.9785 4.1414 2.7588
H -1.0107 5.5884 2.4751
H -0.2084 3.1834 1.4482
H -0.0454 4.6514 0.4622
H -2.4105 1.6686 -3.9216
H -0.6686 1.9811 -3.8791
H -2.8408 3.7700 -5.0593
H -1.3631 3.2032 -5.8513
H -1.4314 5.6702 -4.6278
H 0.0150 4.6697 -4.5578
H -1.8321 5.3153 -2.3223
H -0.2233 4.5815 -2.2706
N 4.9165 -4.4324 -6.2402
C 3.9220 -3.5423 -5.8121
C 4.1516 -2.7053 -4.7181
C 3.1901 -1.8012 -4.3115
C 1.9881 -1.7148 -5.0053
C 1.7478 -2.5416 -6.0888
C 2.7119 -3.4506 -6.4950
S 0.7568 -0.5672 -4.4438
O -0.3796 -0.7212 -5.3302
O 1.3761 0.7324 -4.3690
N 0.4402 -1.0124 -2.9563
C -0.2265 -2.1238 -2.6377
S -0.8568 -3.3286 -3.7445
C -1.3977 -4.2672 -2.3935
C -1.1018 -3.6179 -1.2459
N -0.4596 -2.4156 -1.3701
H 5.5616 -4.6970 -5.5116
H 4.5572 -5.2442 -6.7182
H 5.0872 -2.7762 -4.1753
H 3.3531 -1.1882 -3.4327
H 0.8016 -2.4649 -6.6077
H 2.5236 -4.0963 -7.3454
H -1.9031 -5.2117 -2.4977
H -1.3464 -3.9784 -0.2558
```

The net charge is -1. For the HOMO energy, the calculation gives -3.719 eV. The calculation puts the energy above the lowest of the compared OMol25 structures with the same formula, charge and spin at 3.33 kcal per mole. The HOMO-LUMO gap is 5.43 eV.

Results of the Löwdin charge analysis, in e, for atoms 1 through 8:
1 Ba 1.94
2 C -0.05
3 C -0.53
4 O -0.32
5 C -0.07
6 C -0.36
7 C -0.07
8 N -0.06


Computed, not measured: a cluster of 2 separate species, C4H8N3O in total, with ωB97M-V/def2-TZVPD.

```
16
C4H8N3O, DFT ωB97M-V/def2-TZVPD
C -0.9928 0.5045 -0.1656
C -3.4228 -0.0262 0.1175
C 3.8963 0.3066 -0.2103
C -1.9504 -0.4635 0.1769
N 0.6359 -0.7034 -0.1513
N 2.7103 0.0359 0.4274
N 1.7161 -0.3784 -0.0239
O -0.5964 1.5580 -0.4511
H -3.6187 0.5331 1.1325
H -3.6414 0.7363 -0.6613
H -4.1109 -0.9530 -0.0839
H 4.6698 -0.3745 0.1467
H 4.3832 1.1615 0.1112
H 3.6765 0.1306 -1.2396
H -1.7435 -1.4236 -0.4343
H -1.6112 -0.6438 1.3092
```

The net charge is +1. For the HOMO energy, the calculation gives -14.113 eV. The calculation puts the energy above the lowest of the compared OMol25 structures with the same formula, charge and spin at 142.23 kcal per mole. The HOMO-LUMO gap is 9.43 eV.

Results of the Löwdin charge analysis, in e, for atoms 1 through 8:
1 C -0.16
2 C -0.07
3 C -0.05
4 C -0.21
5 N 0.20
6 N 0.09
7 N -0.10
8 O 0.29


- Which formula does entry 1 have?
  C40H124N4O24


- Number 5 is which compound?
  C39H50BaN10O5PS3